Entry 1:
{"formula": "C3H9N4", "method": "the ωB97M-V functional and the def2-TZVPD basis", "elements": ["N", "N", "N", "N", "C", "C", "C", "H", "H", "H", "H", "H", "H", "H", "H", "H"], "xyz": [[0.46841, 1.66628, -0.81427], [-1.79821, -1.44606, -0.31965], [1.92629, -0.15155, -0.39018], [-1.67984, -0.59662, -1.25357], [-1.08305, -1.24954, 0.79371], [0.77703, 0.49277, -0.23227], [-0.20709, 0.09109, 0.90918], [-0.44896, 2.00708, -0.57954], [2.70239, 0.11234, -0.98139], [1.04330, 2.37778, -1.44062], [0.43756, -0.13968, 1.70481], [-0.63257, 1.04884, 1.10834], [-0.24633, -2.00996, 0.80241], [-1.62981, -1.32119, 1.76899], [-2.13420, -0.77663, -2.17260], [2.07768, -1.04260, 0.04988]], "atomic_forces_ev_per_a": [[1.84, 0.98, -1.09], [-2.97, 0.26, -6.07], [-0.35, 0.06, -0.23], [0.99, -0.41, 2.20], [4.04, 2.07, 3.36], [-0.31, 1.06, 0.24], [0.55, -0.65, -2.22], [-0.07, 0.07, -0.15], [-0.39, 0.40, -0.24], [-1.25, -2.70, 1.76], [0.89, -0.09, 1.38], [-1.21, 0.12, 0.50], [-1.25, 0.11, 0.13], [0.14, -0.28, -1.10], [-0.41, -0.96, 1.22], [-0.24, -0.04, 0.32]], "energy_ha": -338.42497, "smiles": "[H]/N=N/CCC(N)=[NH2+]", "gap_ev": 9.52, "e_homo_ev": -13.04, "charge": 1, "e_above_lowest_kj_mol": 251.7}



Entry 2:
{"formula": "C3H9N4", "method": "the ωB97M-V functional and the def2-TZVPD basis", "elements": ["N", "N", "N", "N", "C", "C", "C", "H", "H", "H", "H", "H", "H", "H", "H", "H"], "xyz": [[0.15764, 1.32506, -0.95781], [0.61617, 0.25879, -0.16361], [-0.86335, -0.83826, -1.73080], [-0.53812, -1.67697, 0.57760], [-0.35910, -0.94948, -0.40950], [0.69706, 0.27920, 1.28743], [0.18370, -1.13461, 1.70547], [0.94346, 1.83401, -1.36317], [-0.43661, 1.98776, -0.44842], [-0.59317, 0.27421, -1.83423], [-1.86215, -1.04827, -1.81320], [-0.49439, -1.11153, 2.55777], [1.00408, -1.81471, 1.94246], [-0.34459, -1.40988, -2.40756], [0.05911, 1.06517, 1.70782], [1.72566, 0.44173, 1.60541]], "atomic_forces_ev_per_a": [[0.12, 0.51, 0.24], [-1.86, -2.92, -1.34], [-0.15, -0.16, -0.52], [-0.94, -0.58, -1.32], [2.67, 2.73, 2.01], [-0.07, 0.19, 0.48], [0.44, 0.37, 0.31], [-0.18, -0.14, 0.12], [0.09, -0.14, -0.04], [-0.23, -0.23, -0.17], [0.15, 0.08, 0.06], [0.15, 0.05, 0.02], [-0.04, 0.07, 0.00], [-0.08, 0.11, 0.13], [0.02, 0.01, -0.02], [-0.10, 0.05, 0.05]], "energy_ha": -338.42775, "smiles": "NN1CCN=C1[NH3+]", "gap_ev": 10.47, "e_homo_ev": -13.84, "charge": 1, "e_above_lowest_kj_mol": 244.4}



Entry 3:
{"formula": "C3H9N4", "method": "the ωB97M-V functional and the def2-TZVPD basis", "elements": ["N", "N", "N", "N", "C", "C", "C", "H", "H", "H", "H", "H", "H", "H", "H", "H"], "xyz": [[1.62417, 1.04661, -0.83784], [-1.53591, 0.97856, 0.93227], [1.05281, -1.03460, 0.28579], [-1.10170, -1.26303, -0.10053], [-0.84744, 0.37244, -0.09193], [0.06945, -1.83166, 0.05081], [0.73780, 0.38071, 0.12322], [-1.01743, 1.14185, 1.81015], [1.97668, -1.25635, 0.49435], [-1.20651, 0.81289, -0.98525], [-1.91403, -1.68412, -0.67330], [1.57429, 0.79931, -1.85753], [-2.21728, 1.49492, 0.48462], [0.22287, -2.85273, -0.00667], [1.03304, 0.81340, 1.05935], [1.54918, 2.08179, -0.68752]], "atomic_forces_ev_per_a": [[-0.73, 0.47, -0.23], [1.96, -1.36, 0.86], [-0.44, 1.68, -0.72], [-1.03, 1.28, -2.04], [1.63, -2.05, 1.66], [-1.41, 0.56, -0.26], [-0.13, 0.11, -1.41], [-1.32, 0.41, -0.90], [1.64, -0.94, 0.30], [0.16, -0.31, -1.43], [1.96, 0.66, 1.58], [-0.34, 0.29, 1.58], [-1.86, 2.00, 0.84], [0.16, -2.04, 0.02], [-0.53, 0.69, 0.62], [0.27, -1.45, -0.47]], "energy_ha": -338.47309, "smiles": "N[C@@H]1NC=[NH+][C@H]1N", "gap_ev": 10.57, "e_homo_ev": -13.68, "charge": 1, "e_above_lowest_kj_mol": 125.4}



Entry 4:
{"formula": "C3H9N4O", "method": "the ωB97M-V functional and the def2-TZVPD basis", "elements": ["O", "N", "N", "N", "N", "C", "C", "C", "H", "H", "H", "H", "H", "H", "H", "H", "H"], "xyz": [[1.27884, 2.23917, -1.03383], [0.16976, 0.49493, 1.04229], [-0.84398, 0.26878, 0.08246], [1.37305, -0.21802, 0.72515], [2.01891, 0.14228, -0.48323], [-2.15625, -0.18021, 0.30535], [-0.39946, 0.37849, -1.15201], [1.02356, 0.83422, -1.33590], [-0.25766, 0.50280, 2.01248], [2.71259, 0.86654, -0.24337], [-2.64270, 0.55100, 0.92141], [-0.70186, -0.17644, -1.94573], [1.36091, 0.74389, -2.34231], [-2.66664, -0.33651, -0.63019], [-2.11577, -1.06712, 0.99690], [2.01090, 0.01640, 1.55988], [0.67101, 2.51505, -0.23384]], "atomic_forces_ev_per_a": [[-3.08, 0.39, 1.68], [-3.56, 1.93, 0.02], [3.89, 0.34, -2.29], [0.96, -1.66, 2.76], [-0.45, 0.25, 0.32], [-0.90, -1.42, 2.81], [3.16, 0.44, 3.55], [1.75, 2.09, 1.26], [1.28, -0.48, -1.48], [-0.31, -0.19, -0.60], [-0.68, 0.65, 0.00], [-2.37, -1.09, -2.10], [-0.12, -0.27, -0.81], [-0.12, -0.11, -0.12], [-0.09, 0.39, -1.09], [-1.16, -0.60, -1.72], [1.80, -0.65, -2.18]], "energy_ha": -413.53647, "smiles": "C[N+]1=C[C@@H](O)NNN1", "gap_ev": [7.50, 7.50], "e_homo_ev": [-12.95, -12.95], "charge": 1, "e_above_lowest_kj_mol": 555.3}



Entry 5:
{"formula": "C3H9N4O2", "method": "the ωB97M-V functional and the def2-TZVPD basis", "elements": ["O", "O", "N", "N", "N", "N", "C", "C", "C", "H", "H", "H", "H", "H", "H", "H", "H", "H"], "xyz": [[-1.47239, -0.90778, 1.64021], [-0.88003, -3.03634, 1.17465], [0.41664, -0.81661, -1.56087], [-1.10342, 0.38129, 1.55432], [0.42046, 0.34265, -0.72762], [0.67006, -1.28670, 0.88232], [-0.58536, -1.92471, 1.34437], [0.48039, 1.78054, -1.25845], [0.53227, 0.08565, 0.53218], [1.24601, -0.88701, -2.06923], [-0.39014, -0.84672, -2.28267], [1.16067, 1.81400, -2.00401], [-1.83700, 1.04749, 1.22011], [0.85341, 2.46819, -0.47035], [0.85516, -1.86117, 0.09811], [-0.88600, 0.72090, 2.44465], [1.00093, 0.85070, 1.07874], [-0.48165, 2.07563, -1.59645]], "atomic_forces_ev_per_a": [[-3.19, -1.92, 1.20], [-0.28, -0.78, 0.91], [-3.73, 0.77, -1.15], [0.79, 0.92, -1.56], [0.24, 0.91, -3.13], [-1.83, 0.48, 2.55], [2.03, 3.42, -2.27], [-0.76, -1.48, 3.23], [0.38, -1.62, 0.80], [1.79, 0.18, -0.92], [1.58, 0.39, 1.82], [2.09, 0.01, -2.59], [0.19, -1.52, -0.31], [-0.43, -0.62, -0.23], [0.74, -0.33, -1.11], [0.65, 0.40, 2.04], [0.62, 0.57, 0.97], [-0.86, 0.23, -0.26]], "energy_ha": -488.83401, "gap_ev": 11.32, "e_homo_ev": -14.58, "charge": 1, "e_above_lowest_kj_mol": 255.8}



Entry 6:
{"formula": "C3H9N4S", "method": "the ωB97M-V functional and the def2-TZVPD basis", "elements": ["S", "N", "N", "N", "N", "C", "C", "C", "H", "H", "H", "H", "H", "H", "H", "H", "H"], "xyz": [[1.64708, 0.07218, -0.01052], [2.84636, 0.36851, 0.85486], [-0.17784, 1.32005, 0.36034], [-2.35931, 0.90432, -0.41037], [1.72969, -0.14510, -1.50622], [0.43617, -1.38534, 0.59562], [-1.16769, 0.51538, 0.10432], [-0.91427, -0.94874, 0.12153], [-2.37446, 1.82498, -0.65030], [-0.38921, 2.23386, 0.57734], [2.45905, 0.11136, -2.17529], [0.41135, -1.38149, 1.68824], [-2.93375, 0.21673, -0.84496], [2.85597, 1.19464, 1.48888], [-1.06053, -1.32284, -0.99316], [-1.89221, -1.27626, 0.62514], [0.88361, -2.30226, 0.17456]], "atomic_forces_ev_per_a": [[0.53, -1.34, -0.74], [-1.23, 1.18, -0.09], [0.28, -3.65, 0.23], [1.68, -2.43, 2.10], [-0.94, -0.50, 1.70], [0.30, 1.37, 0.27], [0.77, 0.83, -1.68], [-2.34, -1.45, -3.03], [-0.81, 2.84, -1.05], [-0.12, 2.75, 0.11], [-0.04, 0.48, 0.80], [0.84, 0.16, -0.12], [-0.55, -0.08, -0.19], [-0.06, -1.05, -0.44], [0.23, 0.80, 2.08], [1.86, -0.51, -0.04], [-0.40, 0.61, 0.08]], "energy_ha": -736.53789, "gap_ev": 9.41, "e_homo_ev": -14.36, "charge": 1, "e_above_lowest_kj_mol": 400.7}



Entry 7:
{"formula": "C3H9N4S4", "method": "the ωB97M-V functional and the def2-TZVPD basis", "elements": ["S", "S", "S", "S", "N", "N", "N", "N", "C", "C", "C", "H", "H", "H", "H", "H", "H", "H", "H", "H"], "xyz": [[-3.48813, -1.56587, 0.11455], [2.78950, 1.56663, -0.77877], [1.24808, -2.26350, -1.26324], [-3.86175, 1.39470, -0.04756], [-1.08835, 1.53382, -0.63132], [0.08012, 1.90627, -0.66569], [2.09358, 0.02617, 1.77633], [-1.55492, 0.18177, -0.26781], [-2.85107, 0.02313, -0.12514], [1.13222, 1.20906, -0.13534], [1.07551, 0.36388, 0.93248], [-2.32493, -2.18295, -0.24266], [3.06837, 0.37084, 1.69487], [2.31949, -3.09946, -0.96086], [0.13463, -0.15605, 1.36061], [-0.85564, -0.52580, -0.21112], [-2.68306, 2.18032, -0.49895], [1.85820, -0.32455, 2.62184], [0.34174, -3.37275, -1.13610], [2.56640, 2.73434, -1.53612]], "atomic_forces_ev_per_a": [[0.31, -0.10, -0.26], [-0.59, 0.96, -0.44], [-0.46, -2.41, 0.38], [0.98, 0.58, -0.71], [-1.90, 0.32, -0.75], [0.07, -1.37, 0.69], [1.51, 1.82, -3.84], [1.21, 1.97, -0.19], [0.10, 0.01, 0.45], [1.48, 0.16, -0.60], [-0.75, -1.25, 2.39], [-0.49, 0.12, 0.21], [-1.23, -0.19, -0.21], [-0.89, 0.83, -0.18], [1.35, 1.54, -0.98], [0.29, -0.94, -0.24], [-1.26, -0.87, 0.59], [-0.81, -1.46, 2.92], [1.25, 1.53, -0.26], [-0.15, -1.24, 1.04]], "energy_ha": -1931.09444, "gap_ev": [7.03, 7.03], "e_homo_ev": [-11.66, -11.66], "charge": 1, "e_above_lowest_kj_mol": 110.3}